[1]
91
Properties=species:S:1:pos:R:3:mulliken_charge:R:1 method="wB97M-V/def2-TZVPD" s_squared=6.03 lumo_ha="0.0173 / -0.0742" gap_ev="7.420 / 5.598" max_force_ha_per_bohr=0.0117 total_energy_ev=-74214.588 multiplicity=5 homo_energy_ev="-6.95 / -7.62"
Ir -0.476 0.258 -0.331 3.83
C 3.734 -1.359 -2.722 -1.64
C 2.306 -1.377 -2.186 1.06
C 2.231 -2.224 -0.916 -1.52
P 1.560 0.295 -1.872 0.30
C 1.766 1.276 -3.426 0.58
C 0.724 0.924 -4.486 -1.75
C 1.738 2.775 -3.086 -1.27
C 2.819 1.040 -0.786 0.31
C 4.031 1.559 -1.219 -0.95
C 4.926 2.135 -0.332 -0.85
C 4.603 2.203 1.019 -1.16
C 3.411 1.679 1.479 -0.41
C 2.512 1.069 0.588 -0.64
N 1.288 0.556 0.993 0.49
C 1.070 0.371 2.366 -1.00
C 1.931 -0.380 3.171 0.14
C 1.612 -0.587 4.498 -0.90
C 0.446 -0.044 5.035 -0.84
C -0.409 0.693 4.237 -0.81
C -0.105 0.908 2.898 0.42
P -1.136 1.736 1.662 0.77
C -2.791 1.952 2.453 0.56
C -3.880 1.992 1.381 -1.46
C -2.959 3.077 3.472 -1.73
C -0.316 3.399 1.425 1.80
C 0.384 3.985 2.648 -1.47
C -1.266 4.421 0.801 -1.57
H 4.026 -2.383 -2.958 0.51
H 4.440 -0.977 -1.983 0.33
H 3.838 -0.776 -3.636 0.36
H 1.653 -1.815 -2.946 0.52
H 2.877 -1.811 -0.137 0.21
H 2.577 -3.235 -1.132 0.56
H 1.220 -2.288 -0.520 0.10
H 2.751 1.017 -3.827 0.55
H -0.283 1.110 -4.119 0.17
H 0.768 -0.121 -4.785 0.40
H 0.897 1.553 -5.361 0.56
H 1.219 2.967 -2.146 -0.06
H 1.215 3.325 -3.867 0.50
H 2.737 3.195 -2.984 0.30
H 4.282 1.525 -2.271 0.52
H 5.860 2.542 -0.692 0.46
H 5.282 2.673 1.718 0.43
H 3.164 1.750 2.528 0.42
H 2.821 -0.819 2.739 0.56
H 2.264 -1.188 5.117 0.41
H 0.196 -0.219 6.071 0.44
H -1.332 1.068 4.652 0.37
H -2.894 0.992 2.969 0.64
H -3.822 2.897 0.776 0.25
H -4.863 1.970 1.853 0.51
H -3.803 1.130 0.719 0.14
H -3.115 4.043 2.996 0.37
H -2.115 3.167 4.153 0.26
H -3.845 2.870 4.075 0.43
H 0.456 3.164 0.682 -0.34
H -0.319 4.199 3.453 0.19
H 0.865 4.926 2.372 0.50
H 1.149 3.318 3.039 0.22
H -1.897 4.883 1.558 0.34
H -1.913 3.986 0.039 0.13
H -0.691 5.220 0.329 0.46
N -1.809 -3.318 -0.455 0.00
C -1.966 -2.607 0.709 0.08
N -2.574 -3.093 1.773 -0.66
N -2.561 -2.070 2.650 -0.89
N -1.983 -1.047 2.149 -0.17
N -1.574 -1.340 0.890 0.42
C -1.346 -2.774 -1.625 0.12
N -1.289 -3.434 -2.769 -0.67
N -0.842 -2.519 -3.649 -0.84
N -0.640 -1.392 -3.073 -0.16
N -0.951 -1.508 -1.761 0.22
H -2.075 -4.289 -0.458 0.25
N -3.727 1.087 -3.279 -0.03
C -2.993 0.545 -2.282 -1.12
N -2.079 1.357 -1.817 0.31
C -2.215 2.525 -2.560 -0.64
C -1.515 3.726 -2.504 0.16
C -1.867 4.722 -3.391 -1.72
C -2.899 4.540 -4.324 -0.63
C -3.608 3.359 -4.390 -1.07
C -3.246 2.363 -3.491 0.88
H -4.452 0.616 -3.794 0.27
H -3.141 -0.462 -1.938 0.50
H -0.721 3.870 -1.788 1.06
H -1.337 5.663 -3.370 0.48
H -3.144 5.344 -5.002 0.41
H -4.404 3.217 -5.106 0.45

=====

[2]
12
Properties=species:S:1:pos:R:3:mulliken_charge:R:1 method="wB97M-V/def2-TZVPD" lumo_ha=0.1233 gap_ev=6.413 charge=-1 max_force_ha_per_bohr=0.0269 total_energy_ev=-34694.357 multiplicity=1 homo_energy_ev=-3.06
S 0.808 -0.946 1.826 -0.78
H 1.365 -2.063 2.345 -0.05
C -0.916 1.127 0.216 -1.03
C -0.788 -0.061 -0.709 -0.48
S 0.396 0.250 -2.076 -0.14
S 2.025 -0.947 -1.501 -0.23
H -1.236 2.037 -0.311 0.32
H 0.038 1.427 0.666 0.29
H -1.500 0.951 1.125 0.34
H -1.754 -0.249 -1.197 0.27
H -0.501 -0.967 -0.179 0.34
H 2.061 -0.560 -0.206 0.14

=====

[3]
51
Properties=species:S:1:pos:R:3:mulliken_charge:R:1 method="wB97M-V/def2-TZVPD" lumo_ha=0.0020 gap_ev=9.210 max_force_ha_per_bohr=0.0453 total_energy_ev=-31780.221 multiplicity=1 homo_energy_ev=-9.16
O -1.698 1.417 -1.300 -0.51
C -1.121 2.093 -0.173 -0.59
C 0.309 2.475 -0.593 0.33
C 1.256 1.228 -0.545 -0.45
C 2.130 1.288 0.756 0.65
C 1.643 2.688 1.382 -0.40
N 0.831 3.402 0.428 -0.54
H -2.055 0.544 -0.983 0.52
H -1.162 1.449 0.690 -0.05
H -1.679 3.015 0.067 0.25
H 0.348 3.000 -1.571 0.52
H 1.904 1.387 -1.438 0.23
H 0.821 0.231 -0.707 0.19
H 1.906 0.640 1.607 -1.08
H 3.163 1.167 0.445 0.51
H 1.058 2.434 2.304 0.04
H 2.512 3.286 1.610 0.31
H 1.484 4.051 -0.023 0.37
O 2.799 -2.509 -1.975 -0.66
H 2.096 -1.851 -2.039 0.40
H 3.063 -2.847 -2.831 0.26
O 1.498 0.729 3.490 -0.75
H 2.325 0.484 3.067 0.45
H 1.266 1.618 3.191 0.33
O 0.605 -1.653 2.640 -0.65
H 1.310 -1.060 2.412 0.33
H 0.208 -1.341 3.469 0.27
O 0.822 -3.310 0.117 -0.57
H 0.858 -3.231 1.082 0.28
H 1.763 -3.193 -0.108 0.29
O -0.737 2.067 3.271 -0.78
H -0.763 2.580 2.455 0.29
H -1.197 1.238 3.014 0.48
O -0.969 -2.553 -1.969 -0.76
H -0.345 -1.975 -2.451 0.36
H -0.406 -3.092 -1.395 0.36
O -2.099 -0.200 2.342 -0.64
H -1.752 -1.006 1.945 0.30
H -3.011 -0.296 2.626 0.26
O -3.143 -2.741 1.448 -0.65
H -3.104 -2.228 0.625 0.42
H -2.569 -3.504 1.419 0.30
O -2.615 -0.936 -0.668 -0.92
H -3.350 -0.946 -1.314 0.38
H -2.043 -1.523 -1.262 0.42
O 0.882 -1.308 -3.538 -0.60
H 0.241 -0.621 -3.826 0.33
H 1.038 -1.824 -4.338 0.24
O -1.105 0.378 -4.424 -0.72
H -1.869 -0.100 -4.758 0.31
H -1.351 0.957 -3.675 0.34